{
  "formula": "C23H25N3O5S",
  "method": "ωB97M-V with the def2-TZVPD basis set",
  "elements": ["S", "O", "O", "O", "O", "O", "N", "N", "N", "C", "C", "C", "C", "C", "C", "C", "C", "C", "C", "C", "C", "C", "C", "C", "C", "C", "C", "C", "C", "C", "C", "C", "H", "H", "H", "H", "H", "H", "H", "H", "H", "H", "H", "H", "H", "H", "H", "H", "H", "H", "H", "H", "H", "H", "H", "H", "H"],
  "positions_angstrom": [[4.189, 0.033, 1.186], [5.433, 0.740, 1.241], [-1.083, -0.058, 0.444], [3.744, -0.691, 2.332], [-3.941, 2.534, -1.208], [-4.440, -1.867, 0.886], [-3.515, 0.378, -0.657], [0.007, 3.559, -1.070], [4.320, -1.010, -0.122], [-1.275, 3.149, -1.144], [2.767, -1.511, -1.927], [1.613, -2.132, -2.372], [-4.578, -0.692, 2.912], [0.608, 1.530, 0.041], [-3.167, 1.655, -0.862], [-1.629, -2.560, -1.688], [-0.779, 1.036, -0.024], [-5.167, 0.200, 1.821], [3.270, 2.371, 0.077], [0.830, -2.887, -1.511], [1.241, -3.020, -0.189], [2.397, -2.417, 0.266], [-3.718, -1.646, 2.086], [-1.705, 1.946, -0.678], [3.165, -1.647, -0.602], [1.595, 0.732, 0.627], [2.311, 3.192, -0.469], [0.974, 2.773, -0.503], [-0.459, -3.504, -1.973], [-5.280, -0.750, 0.618], [2.902, 1.149, 0.627], [-4.874, -0.091, -0.711], [-5.370, -1.244, 3.420], [-4.480, 1.014, 1.585], [1.309, -0.209, 1.069], [-2.572, -3.024, -1.964], [1.316, -2.019, -3.405], [-6.130, 0.625, 2.092], [4.311, 2.653, 0.106], [2.578, 4.152, -0.884], [0.646, -3.607, 0.494], [-0.624, -4.446, -1.446], [-6.305, -1.131, 0.507], [-5.520, 0.764, -0.925], [-1.990, 3.817, -1.604], [-2.740, -1.197, 1.868], [-4.971, -0.832, -1.510], [-3.565, -2.617, 2.560], [-1.659, -2.314, -0.630], [-1.514, -1.636, -2.253], [-2.818, -0.267, -0.297], [2.714, -2.517, 1.291], [4.901, -0.598, -0.837], [0.272, 4.460, -1.444], [-3.998, -0.141, 3.647], [3.366, -0.923, -2.609], [-0.410, -3.714, -3.043]],
  "lowdin_charge": [0.6648, -0.2882, 0.0335, -0.2641, 0.0418, -0.1060, 0.0953, 0.1030, -0.0551, 0.0078, -0.0202, -0.0311, -0.1460, -0.0377, -0.4575, -0.0908, -0.2919, -0.1185, -0.0386, -0.2437, -0.0173, -0.0338, -0.1963, -0.0232, -0.3251, 0.0289, 0.0075, -0.1677, -0.2045, -0.3088, -0.2484, -0.1068, 0.1129, 0.1129, 0.1216, 0.0744, 0.1147, 0.1160, 0.1152, 0.1164, 0.1219, 0.1114, 0.1472, 0.1274, 0.1441, 0.1014, 0.1269, 0.1217, 0.0576, 0.0774, 0.0949, 0.1083, 0.1171, 0.1639, 0.1120, 0.1123, 0.1089],
  "smiles": "CCc1ccc(NS(=O)(=O)c2ccc3[nH]cc(C(=O)NC[C@@H]4CCCO4)c(=O)c3c2)cc1",
  "lumo_energy_ev": -0.2,
  "orbital_gap_ev": 8.40,
  "e_homo_ev": -8.65,
  "multiplicity": 1
}

---

{
  "formula": "C23H25N7O2",
  "method": "ωB97M-V with the def2-TZVPD basis set",
  "elements": ["O", "O", "N", "N", "N", "N", "N", "N", "N", "C", "C", "C", "C", "C", "C", "C", "C", "C", "C", "C", "C", "C", "C", "C", "C", "C", "C", "C", "C", "C", "C", "C", "H", "H", "H", "H", "H", "H", "H", "H", "H", "H", "H", "H", "H", "H", "H", "H", "H", "H", "H", "H", "H", "H", "H", "H", "H"],
  "positions_angstrom": [[1.062, 2.763, 1.900], [5.028, 1.909, -1.055], [-2.259, -1.823, 0.248], [-1.622, 2.768, 1.170], [2.116, 0.743, 1.945], [-2.307, 0.561, 0.620], [-3.542, 0.990, 0.345], [0.482, -1.560, 1.052], [-5.989, 2.041, -0.163], [5.184, 0.721, -1.824], [-8.260, 1.755, -0.839], [-0.139, 0.840, 1.275], [-0.339, -0.537, 0.994], [-1.913, -4.163, -0.030], [4.044, 1.885, -0.053], [0.758, -3.905, 0.749], [-8.059, 0.394, -1.003], [-7.185, 2.528, -0.416], [-1.717, -0.691, 0.583], [1.055, 1.545, 1.726], [-0.055, -2.758, 0.708], [-6.806, -0.131, -0.740], [-5.789, 0.731, -0.319], [3.417, 1.240, 2.312], [-1.417, -2.894, 0.310], [-4.466, 0.201, -0.037], [5.163, 1.110, -3.303], [-1.095, -5.259, 0.022], [4.436, 1.068, 1.185], [0.245, -5.129, 0.413], [-1.350, 1.476, 1.037], [6.500, 0.024, -1.472], [-9.221, 2.206, -1.032], [-2.544, 3.112, 0.960], [-2.948, -4.241, -0.328], [1.787, -3.787, 1.053], [6.517, -0.265, -0.424], [5.973, 1.805, -3.506], [-6.609, -1.186, -0.856], [4.506, 0.010, 0.923], [3.905, 2.931, 0.233], [7.328, 0.703, -1.654], [0.874, -6.006, 0.447], [2.006, -0.241, 1.731], [5.280, 0.229, -3.928], [4.344, 0.041, -1.622], [4.222, 1.597, -3.547], [-1.479, -6.234, -0.239], [3.290, 2.300, 2.548], [3.092, 1.508, -0.456], [-7.291, 3.596, -0.272], [3.766, 0.714, 3.207], [6.628, -0.865, -2.084], [-4.318, -0.870, -0.167], [-0.841, 3.342, 1.473], [5.415, 1.404, 1.531], [-8.865, -0.247, -1.330]],
  "lowdin_charge": [0.0277, -0.1306, 0.1927, 0.2162, 0.0773, 0.0031, 0.1313, 0.1672, 0.1130, -0.4578, -0.0599, -0.0319, -0.1489, -0.0285, -0.2173, -0.0254, -0.0672, -0.1408, -0.1690, -0.4493, -0.2117, -0.0213, -0.2739, -0.1783, -0.2097, -0.0646, -0.0457, -0.0905, -0.1552, -0.0882, -0.2161, -0.0445, 0.1005, 0.1109, 0.1086, 0.1088, 0.0651, 0.0810, 0.1097, 0.1075, 0.1323, 0.0828, 0.1010, 0.1117, 0.0767, 0.1397, 0.0778, 0.0999, 0.1197, 0.1259, 0.1058, 0.1200, 0.0778, 0.1041, 0.1040, 0.1195, 0.1068],
  "smiles": "CC(C)OCCCNC(=O)c1c(N)n(/N=C/c2ccccn2)c2nc3ccccc3nc12",
  "lumo_energy_ev": -0.2,
  "orbital_gap_ev": 7.60,
  "e_homo_ev": -7.84,
  "multiplicity": 1
}

---

{
  "formula": "C23H25NO6",
  "method": "ωB97M-V with the def2-TZVPD basis set",
  "elements": ["O", "O", "O", "O", "O", "O", "N", "C", "C", "C", "C", "C", "C", "C", "C", "C", "C", "C", "C", "C", "C", "C", "C", "C", "C", "C", "C", "C", "C", "C", "H", "H", "H", "H", "H", "H", "H", "H", "H", "H", "H", "H", "H", "H", "H", "H", "H", "H", "H", "H", "H", "H", "H", "H", "H"],
  "positions_angstrom": [[-2.024, -0.987, -0.147], [-0.278, -0.982, 1.183], [-3.666, 1.848, -3.595], [-5.763, -1.929, -4.134], [3.461, -1.024, 4.143], [-5.062, 0.045, -4.839], [-3.798, 0.105, -2.147], [7.256, 0.377, 3.299], [1.182, 0.489, -0.699], [-1.852, 1.495, -2.059], [5.738, -0.603, 5.056], [4.852, 0.162, 2.809], [4.705, -0.477, 3.996], [-5.151, -0.354, -2.436], [-5.343, -0.829, -3.895], [1.992, 1.327, -1.637], [-0.840, 0.343, -2.249], [3.096, 0.438, 0.909], [2.784, -0.726, 3.016], [-0.862, -0.659, 0.011], [-3.198, 1.174, -2.680], [-0.082, 0.077, -0.978], [1.784, 0.109, 0.561], [1.003, -0.643, 1.469], [1.486, -1.067, 2.701], [3.598, 0.024, 2.129], [-6.191, 0.731, -2.106], [6.846, 0.416, 4.772], [6.111, 0.846, 2.397], [-7.612, 0.197, -2.220], [-2.011, 1.675, -0.994], [2.361, 2.209, -1.117], [0.857, -1.638, 3.362], [-7.814, -0.149, -3.231], [-4.637, 0.877, -4.475], [2.850, 0.761, -1.999], [6.336, 0.628, 1.351], [-8.327, 0.979, -1.973], [1.410, 1.656, -2.490], [5.292, -0.437, 6.039], [-6.006, 1.080, -1.086], [6.487, 1.417, 5.016], [3.722, 1.002, 0.238], [-1.478, 2.415, -2.509], [8.130, 1.011, 3.141], [5.984, 1.929, 2.488], [-3.311, -0.369, -1.389], [6.146, -1.619, 5.050], [-1.379, -0.573, -2.501], [7.529, -0.646, 3.032], [-7.763, -0.638, -1.540], [-5.329, -1.227, -1.803], [-0.171, 0.562, -3.077], [-6.058, 1.581, -2.778], [7.708, 0.203, 5.405]],
  "lowdin_charge": [0.0968, 0.1487, 0.0454, 0.1070, 0.1242, 0.1237, 0.1310, -0.1912, -0.1341, -0.0595, -0.1048, -0.1123, -0.1928, -0.1997, -0.5218, -0.0152, -0.1138, 0.0574, -0.1839, -0.3879, -0.4573, -0.0888, -0.0971, -0.1658, 0.1104, -0.0886, -0.1956, -0.1852, -0.1344, -0.0864, 0.1305, 0.0946, 0.1380, 0.0778, 0.0722, 0.1009, 0.1189, 0.0731, 0.0728, 0.1251, 0.1192, 0.1204, 0.1153, 0.1241, 0.1101, 0.1241, 0.1073, 0.1280, 0.1250, 0.1202, 0.0796, 0.1596, 0.1125, 0.1111, 0.1114],
  "smiles": "CC[C@H](NC(=O)CCc1c(C)c2cc3c4c(oc3cc2oc1=O)CCCC4)C(=O)O",
  "lumo_energy_ev": -0.3,
  "orbital_gap_ev": 8.20,
  "e_homo_ev": -8.48,
  "multiplicity": 1
}

---

{
  "formula": "C23H25NO7",
  "method": "ωB97M-V with the def2-TZVPD basis set",
  "elements": ["O", "O", "O", "O", "O", "O", "O", "N", "C", "C", "C", "C", "C", "C", "C", "C", "C", "C", "C", "C", "C", "C", "C", "C", "C", "C", "C", "C", "C", "C", "C", "H", "H", "H", "H", "H", "H", "H", "H", "H", "H", "H", "H", "H", "H", "H", "H", "H", "H", "H", "H", "H", "H", "H", "H", "H"],
  "positions_angstrom": [[-0.076, 1.066, -1.400], [-5.643, -0.646, -1.887], [1.610, 1.821, 0.291], [4.181, 1.605, -0.084], [4.509, -3.167, 0.537], [1.290, -0.750, 0.669], [-6.304, -0.473, -0.112], [-2.554, 1.017, 1.060], [7.708, -0.229, -1.300], [-5.420, -0.302, -0.848], [3.441, 0.425, 0.000], [4.579, -3.013, 1.916], [7.684, 1.229, -1.065], [4.065, -0.898, -0.123], [6.663, -0.897, -0.971], [5.485, -0.429, -0.499], [-2.614, -0.013, -2.602], [-2.998, 0.549, -1.161], [-3.927, 0.697, 0.881], [3.788, -2.370, -0.035], [-7.557, -2.323, -0.322], [2.086, 0.400, 0.418], [0.331, 1.937, 0.726], [-4.129, 0.307, -0.468], [-7.439, -0.811, -0.388], [5.345, 0.950, -0.477], [6.456, 1.696, -0.760], [-0.539, 1.094, -0.350], [-0.059, 3.372, 1.047], [-2.017, 1.141, -0.132], [-4.909, 0.767, 2.200], [-3.589, -0.285, -2.832], [6.594, -1.955, -0.883], [-7.278, -2.801, 0.671], [-8.154, -0.320, 0.311], [2.560, -2.280, 0.473], [3.819, -2.838, -1.177], [-8.557, -2.579, -0.468], [8.529, 1.803, -1.027], [3.521, -2.909, 2.251], [0.416, 3.820, 1.925], [6.433, 2.903, -0.839], [-1.774, -0.429, -2.542], [-0.088, 1.332, 1.883], [-4.230, 1.129, 2.978], [-2.128, 1.462, 1.819], [-7.760, -0.442, -1.410], [5.167, -1.933, 2.099], [-5.455, 1.390, 1.848], [-2.359, 1.070, -3.131], [5.373, -3.725, 2.371], [-1.135, 3.516, 0.985], [-5.127, -0.256, 2.311], [0.294, 3.939, 0.078], [-6.775, -2.757, -1.022], [8.665, -0.607, -1.431]],
  "lowdin_charge": [0.1569, 0.2027, 0.0002, 0.1491, -0.1707, -0.0619, 0.0923, 0.1117, -0.0484, -0.6518, -0.1307, -0.0657, -0.0243, 0.0587, -0.0896, -0.0851, 0.0469, -0.0583, -0.0742, -0.3689, -0.0326, -0.1103, -0.3792, -0.0591, -0.3435, -0.2214, -0.0347, -0.3408, -0.0449, -0.1375, 0.0676, 0.0343, 0.1222, 0.0995, 0.1459, 0.1824, 0.2039, 0.0484, 0.0756, 0.1001, 0.0808, 0.1738, -0.0245, 0.2031, 0.0853, 0.1154, 0.1625, 0.1442, -0.0406, 0.1516, 0.1204, 0.0679, 0.0694, 0.1280, 0.1078, 0.0898],
  "lumo_energy_ev": -0.9,
  "orbital_gap_ev": 6.92,
  "e_homo_ev": -7.81,
  "multiplicity": 1
}